# 1
Computed, not measured: one molecule with the formula H3N2O2P at a distorted geometry, with ωB97M-V with the def2-TZVPD basis set.

The geometry in XYZ format:
```
8
Properties=species:S:1:pos:R:3:forces:R:3
N 0.552 -0.102 0.448 -1.5 1.1 -1.8
P -0.870 1.018 0.159 2.4 0.0 2.8
N -2.198 -0.185 0.093 0.7 -0.4 -0.6
O -1.971 -1.355 0.236 0.1 -1.3 0.5
O -3.260 0.289 -0.162 -1.7 0.8 -0.3
H 0.959 -0.330 -0.498 -0.5 0.2 1.3
H -0.006 -0.924 0.696 0.5 -0.4 0.2
H -0.841 1.087 -1.170 0.0 0.1 -2.2
```
Positions in Å, forces in eV/Å.

Results
SMILES string: NP[N+](=O)[O-]
Gap between HOMO and LUMO (eV): 10.39
HOMO level (hartree): -0.38248

natural (NBO) atomic charge list, values in e, 5 entries: -1.090, 0.829, 0.320, -0.392, -0.365

# 2
Computed, not measured: a 2-piece molecular cluster, H3N2O2P overall at a distorted geometry, with ωB97M-V with the def2-TZVPD basis set.

The geometry in XYZ format:
```
8
Properties=species:S:1:pos:R:3:forces:R:3
N -0.637 -0.421 1.443 0.7 0.1 0.2
P -1.756 -0.418 0.279 0.1 0.1 -1.3
O -0.994 -0.170 -0.979 -1.3 -0.2 0.2
H 0.304 -0.128 1.312 0.9 0.1 -1.0
H -0.807 -0.317 2.395 -1.1 -0.2 1.9
N 1.240 0.498 -1.010 1.3 -0.6 -1.9
O 1.778 -0.275 -1.782 -0.1 0.2 1.3
H 0.873 1.231 -1.659 -0.6 0.4 0.7
```
Positions in Å, forces in eV/Å.

Results
SMILES string: NP=O.N=O
Gap between HOMO and LUMO (spin up / spin down) (eV): 9.21 / 9.21
HOMO level (spin up / spin down) (hartree): -0.33304 / -0.33306

natural (NBO) atomic charge list, values in e, 5 entries: -1.181, 1.438, -1.044, 0.422, 0.397

# 3
Computed, not measured: one molecule with the formula H3N2O2P at a distorted geometry, with ωB97M-V with the def2-TZVPD basis set.

The geometry in XYZ format:
```
8
Properties=species:S:1:pos:R:3:forces:R:3
N -0.518 0.187 0.146 1.6 -2.7 0.8
P 0.861 -1.046 0.474 -2.8 2.9 -0.7
N 2.168 0.198 0.098 -0.2 -1.1 0.1
O 2.149 1.344 0.432 -0.2 0.9 0.4
O 3.045 -0.347 -0.519 1.7 -0.3 -0.7
H -0.441 0.713 -0.717 0.3 -0.2 0.1
H -0.395 0.799 0.930 -0.4 0.7 0.3
H 0.920 -1.494 -0.842 0.0 -0.2 -0.2
```
Positions in Å, forces in eV/Å.

Results
SMILES string: NP[N+](=O)[O-]
Gap between HOMO and LUMO (eV): 10.37
HOMO level (hartree): -0.37726

natural (NBO) atomic charge list, values in e, 5 entries: -1.084, 0.818, 0.326, -0.372, -0.402

# 4
Computed, not measured: a 2-piece molecular cluster, H3N2O4 overall at a distorted geometry, with ωB97M-V with the def2-TZVPD basis set.

The geometry in XYZ format:
```
9
Properties=species:S:1:pos:R:3:forces:R:3
N -0.441 -1.015 0.047 -1.4 -0.9 0.0
N 1.557 0.115 0.008 -3.8 -0.1 0.6
O 2.760 0.028 -0.020 1.0 1.0 -0.1
O -2.078 1.005 0.083 0.6 -1.2 -0.8
O 0.957 -1.080 0.117 0.8 -0.6 -0.5
O 0.758 1.081 0.059 2.8 -0.6 -0.4
H -1.407 0.208 -0.143 -1.3 0.7 0.8
H -0.737 -1.981 -0.222 1.0 0.8 0.2
H -1.369 1.640 0.071 0.1 0.9 0.2
```
Positions in Å, forces in eV/Å.

Results
Gap between HOMO and LUMO (spin up / spin down) (eV): 7.44 / 7.45
Net charge: -1
HOMO level (spin up / spin down) (hartree): -0.11122 / -0.11126

natural (NBO) atomic charge list, values in e, 5 entries: -0.739, 0.689, -0.459, -1.046, -0.212

# 5
Computed, not measured: a 2-piece molecular cluster, H3N2OP overall at a distorted geometry, with ωB97M-V with the def2-TZVPD basis set.

The geometry in XYZ format:
```
7
Properties=species:S:1:pos:R:3:forces:R:3
N 0.234 -0.357 -0.685 1.7 0.9 0.0
N 1.273 0.145 -0.263 0.6 -0.7 2.5
O -1.941 -0.537 0.583 0.8 -1.6 0.7
P -2.133 0.872 -0.089 -0.3 1.1 -0.5
H 1.605 -0.052 0.849 -0.7 0.9 -3.2
H 1.936 0.783 -0.811 -1.0 -1.0 0.6
H -0.975 -0.855 0.416 -1.1 0.4 -0.1
```
Positions in Å, forces in eV/Å.

Results
Gap between HOMO and LUMO (spin up / spin down) (eV): 6.90 / 6.69
HOMO level (spin up / spin down) (hartree): -0.25520 / -0.25629

natural (NBO) atomic charge list, values in e, 5 entries: -0.265, -0.402, -1.013, 0.521, 0.304

# 6
Computed, not measured: one molecule with the formula H3N2OP at a distorted geometry, with ωB97M-V with the def2-TZVPD basis set.

The geometry in XYZ format:
```
7
Properties=species:S:1:pos:R:3:forces:R:3
N 1.436 -0.270 0.158 -0.5 -1.4 1.1
N 0.176 0.134 0.167 -2.3 -0.1 -0.1
P -1.057 -0.783 -0.103 -0.3 -0.4 -0.1
O -2.266 0.289 -0.051 -0.1 0.3 0.1
H 1.641 -1.081 -0.384 0.7 -0.1 -0.5
H 1.907 0.558 0.139 2.9 1.6 -0.5
H -1.837 1.153 0.075 -0.3 0.1 0.0
```
Positions in Å, forces in eV/Å.

Results
SMILES string: N/N=P/O
Gap between HOMO and LUMO (eV): 8.94
HOMO level (hartree): -0.30319

natural (NBO) atomic charge list, values in e, 5 entries: -0.622, -0.736, 1.111, -0.982, 0.356

# 7
Computed, not measured: one molecule with the formula H3N3O at a distorted geometry, with ωB97M-V with the def2-TZVPD basis set.

The geometry in XYZ format:
```
7
Properties=species:S:1:pos:R:3:forces:R:3
H 0.746 2.059 0.217 0.5 -1.1 -0.4
N -0.004 1.405 -0.031 -1.0 -0.6 0.8
N 0.207 0.196 0.081 4.2 -1.5 -1.3
N -0.714 -0.737 0.002 3.3 -0.1 1.5
O 1.559 -0.707 0.007 -3.4 3.4 0.8
H -1.603 -0.640 -0.287 -3.5 1.1 -1.2
H -0.191 -1.576 0.011 0.0 -1.2 -0.2
```
Positions in Å, forces in eV/Å.

Results
SMILES string: [H]/N=[N+](/N)[O-]
Gap between HOMO and LUMO (eV): 9.94
HOMO level (hartree): -0.36022

natural (NBO) atomic charge list, values in e, 5 entries: 0.379, -0.403, 0.372, -0.563, -0.605

# 8
Computed, not measured: a 2-piece molecular cluster, H3N3O2P overall at a distorted geometry, with ωB97M-V with the def2-TZVPD basis set.

The geometry in XYZ format:
```
9
Properties=species:S:1:pos:R:3:forces:R:3
N -3.158 -2.011 0.790 1.4 0.2 0.5
N -2.164 -1.948 1.265 -2.2 -0.8 0.1
N 0.474 1.115 -1.221 0.3 -0.9 0.1
O 1.838 -0.073 0.712 -0.3 -2.1 -0.6
O -0.455 -0.918 0.232 0.8 0.6 -0.9
P 0.270 0.392 0.427 -0.7 1.1 0.0
H 2.623 0.363 0.960 0.7 1.4 0.3
H 0.743 2.071 -1.170 0.2 0.8 0.2
H -0.170 1.009 -1.995 -0.2 -0.4 0.4
```
Positions in Å, forces in eV/Å.

Results
Gap between HOMO and LUMO (eV): 6.91
Net charge: -1
HOMO level (hartree): -0.08956

natural (NBO) atomic charge list, values in e, 5 entries: -0.111, 0.077, -1.249, -1.084, -1.190

# 9
Computed, not measured: a 2-piece molecular cluster, H3N3O2S overall at a distorted geometry, with ωB97M-V with the def2-TZVPD basis set.

The geometry in XYZ format:
```
9
Properties=species:S:1:pos:R:3:forces:R:3
N -0.964 1.045 -0.049 -0.5 -0.8 1.1
N -0.525 -0.095 0.450 1.4 -0.4 1.3
N 1.452 -0.051 -0.053 -0.7 1.0 0.6
O 1.723 1.105 -0.375 0.2 -1.2 0.2
O 2.148 -0.896 0.428 0.0 0.4 -0.6
S -1.148 -1.412 -0.288 -0.8 -1.9 0.4
H -1.426 0.896 -0.898 -0.7 0.5 -1.9
H -0.147 1.585 -0.062 1.2 2.2 -0.4
H -1.112 -2.178 0.847 0.0 0.2 -0.7
```
Positions in Å, forces in eV/Å.

Results
Gap between HOMO and LUMO (spin up / spin down) (eV): 7.68 / 8.25
HOMO level (spin up / spin down) (hartree): -0.31189 / -0.32861

natural (NBO) atomic charge list, values in e, 5 entries: -0.545, -0.319, 0.492, -0.426, -0.338

# 10
Computed, not measured: a 2-piece molecular cluster, H3N3O3S overall at a distorted geometry, with ωB97M-V with the def2-TZVPD basis set.

The geometry in XYZ format:
```
10
Properties=species:S:1:pos:R:3:forces:R:3
N -2.033 -0.667 -0.101 1.9 1.3 -0.4
N -0.977 -1.106 0.068 0.5 -1.3 0.1
N 0.717 0.529 0.832 -3.9 3.6 1.3
O -2.278 0.706 -0.489 1.8 0.6 -0.5
O 0.460 1.419 0.047 2.0 -1.8 0.1
O 1.658 -0.258 0.805 3.0 -1.8 -1.4
S 2.810 -0.402 -0.605 -0.2 0.5 0.5
H -2.899 -1.097 -0.148 -2.7 -1.2 0.2
H -1.295 0.964 -0.626 -2.1 0.1 0.3
H 3.838 -0.088 0.216 -0.2 -0.1 -0.3
```
Positions in Å, forces in eV/Å.

Results
Gap between HOMO and LUMO (eV): 8.71
HOMO level (hartree): -0.33864

natural (NBO) atomic charge list, values in e, 5 entries: 0.039, -0.240, 0.439, -0.625, -0.389

# 11
Computed, not measured: a 2-piece molecular cluster, H3N3O4 overall at a distorted geometry, with ωB97M-V with the def2-TZVPD basis set.

The geometry in XYZ format:
```
10
Properties=species:S:1:pos:R:3:forces:R:3
N -0.758 1.165 0.009 -0.4 -0.2 -0.4
N 1.160 -0.078 0.728 -2.7 -0.9 1.2
N 2.258 0.443 0.118 3.3 -2.7 1.2
O 2.128 1.361 -0.557 -1.1 4.1 -2.9
O 3.319 -0.046 0.460 0.0 -0.6 0.1
O 1.167 -1.870 -0.783 1.6 1.1 -0.6
O 0.952 -1.355 0.525 -0.2 0.0 1.3
H -1.519 1.111 0.703 0.5 0.0 0.1
H -0.410 2.125 0.075 0.2 -0.1 0.1
H 0.371 -2.368 -0.878 -1.2 -0.6 -0.2
```
Positions in Å, forces in eV/Å.

Results
Gap between HOMO and LUMO (spin up / spin down) (eV): 9.63 / 9.42
HOMO level (spin up / spin down) (hartree): -0.40194 / -0.37127

natural (NBO) atomic charge list, values in e, 5 entries: -0.616, 0.104, 0.578, -0.306, -0.368

# 12
Computed, not measured: an isolated ion of composition H3N4O2 and charge -1 at a distorted geometry, with ωB97M-V with the def2-TZVPD basis set.

The geometry in XYZ format:
```
9
Properties=species:S:1:pos:R:3:forces:R:3
N 1.863 -0.484 -0.137 0.7 1.1 -0.8
N 0.576 -1.014 -0.059 -1.3 0.4 -0.5
N -0.397 -0.163 -0.158 -2.1 -2.3 2.3
O -0.290 1.118 -0.108 0.6 -0.1 -0.7
N -1.827 -0.705 0.104 3.6 0.2 -0.9
O -2.574 0.457 0.150 1.1 1.5 -0.4
H 1.948 0.517 -0.475 -0.2 -1.6 1.3
H 2.438 -0.842 0.642 -0.6 1.0 -0.7
H -1.737 1.114 0.042 -1.8 -0.2 0.4
```
Positions in Å, forces in eV/Å.

Results
SMILES string: N[N-][N+](=O)[N-]O
Gap between HOMO and LUMO (spin up / spin down) (eV): 6.13 / 6.13
Net charge: -1
HOMO level (spin up / spin down) (hartree): -0.05471 / -0.05467

natural (NBO) atomic charge list, values in e, 5 entries: -0.740, -0.215, 0.290, -0.622, -0.223